Entry 1:
The following is a quantum chemistry calculation of C54H44IrN2O3P3S as an isolated structure at a distorted geometry, from the OMol25 dataset.

```
! wB97M-V def2-TZVPD RIJCOSX def2/J DEFGRID3
* xyz 0 1
H 2.01631 -2.57158 -1.42929
C -0.56837 -2.17587 -2.88150
C 3.91497 -3.91640 3.31394
H 4.77955 2.30751 4.95597
C 5.21026 3.43003 -0.84532
H 1.15513 -7.41586 0.45579
C 1.04035 2.73953 -2.66731
C 4.13029 2.36510 4.09165
H -3.70214 3.06854 -3.43213
C 3.20470 3.59756 2.25406
O -0.93034 0.29164 -1.46103
C 2.44723 0.71160 -3.18181
H 5.51098 -0.14465 -1.79287
C 2.46169 -1.63056 2.63672
H -3.68198 4.63039 -1.45914
H 4.05472 -4.24938 1.19355
H -2.24160 4.09703 0.47835
C -2.00308 -2.19630 -4.82742
H 3.53302 0.33127 4.26185
H 6.82094 3.58413 0.56609
C 2.56718 1.29714 2.59147
N -1.61445 1.45046 -1.40922
H 5.79099 -4.38529 -2.19322
C -2.35503 1.73045 -2.50374
C 1.70256 1.80084 -3.65232
P 2.53833 0.32794 -1.35613
C -1.52136 2.26910 -0.35278
C 5.78222 -2.24483 -1.99873
C 3.68407 -3.60971 1.98467
H 5.41475 4.38655 -1.30953
O 1.48760 2.58658 -1.48918
C 3.41335 1.24488 3.69840
H 3.61149 -0.37047 -6.18808
C 2.29901 1.30709 -5.93091
C -2.11570 -2.15488 -0.41725
C 0.66808 -6.12952 -1.19068
C 3.87305 1.42681 -0.73317
P -0.38974 -2.15260 -1.06657
S -0.50357 1.89548 0.97364
C 0.53351 -2.06080 -3.72461
C 2.48905 2.47894 1.85531
C 0.71552 -5.41751 1.10295
H 0.24323 -3.36128 1.46729
C 5.72252 1.75398 0.79204
H 2.25191 1.53857 -6.98775
H -2.71639 -2.34033 -2.82587
C 5.18994 -3.50106 -2.02240
C 0.14863 -3.84087 -0.63057
H 1.01541 2.92982 -5.30930
C 0.37123 -2.00563 -5.10084
Ir 0.42970 -0.09671 0.12249
C -0.89759 -2.06797 -5.65495
C 5.01965 -1.10802 -1.77720
H -2.26142 0.99681 -3.29031
H -2.99708 -2.25320 -5.25258
H 3.32670 -4.57001 -1.84284
C 5.99801 2.98023 0.20448
H 2.74979 -2.24690 0.62679
H 6.84845 -2.14721 -2.16067
H 4.58232 4.42043 3.67820
H -1.02535 -2.01460 -6.72856
C 0.87315 -6.41564 0.15222
H 0.87373 -5.63234 2.15216
C 3.82277 -3.60631 -1.83000
H 2.26894 -1.35353 4.77404
H 3.55935 -3.34263 5.35421
C 3.40094 -3.09533 4.31242
H -0.15389 0.99188 3.39357
H 1.53194 -2.00003 -3.31977
C -0.91281 -0.92432 2.74227
C 1.61511 2.07952 -5.01071
C -1.95586 -1.85355 1.03216
C 4.01887 3.54719 3.37407
H 1.24128 -1.89371 -5.73397
H -3.39655 -3.01648 2.20447
H -2.56298 -3.13436 -0.59085
C 3.13075 -0.05644 -4.13001
H 0.46817 -0.36560 4.32311
C 2.67945 -1.96205 3.97904
C -1.90959 -1.71645 3.27016
C -2.30031 3.43736 -0.37495
C 4.66847 0.98703 0.32329
C 0.36089 -4.13410 0.71614
C 2.95349 -2.47527 1.65883
H 3.70939 -0.91933 -3.83439
C 0.30038 -4.84975 -1.58090
C 4.15178 2.65998 -1.30810
H 4.48322 -4.79876 3.57996
C -3.12048 2.85600 -2.54842
C -1.84027 -2.24797 -3.45133
C 3.64029 -1.18945 -1.56071
C 3.06451 0.24204 -5.48133
H 4.47960 0.02172 0.78188
H -2.11165 -1.86481 4.31898
H 0.13810 -4.63789 -2.63025
H 3.54714 3.02648 -2.12478
N -0.95742 -0.99384 1.37636
H 6.32278 1.39203 1.61714
P 1.54185 -0.14354 2.12385
C -2.58206 -2.31034 2.17114
C 3.07433 -2.45854 -1.60331
H 3.13684 4.50317 1.66532
C -3.09161 3.72423 -1.45317
H 0.78639 -6.90394 -1.93792
O 0.24274 3.58769 -3.06781
C 0.15029 -0.05523 3.32843
H 1.89624 2.52825 0.95100
H -2.69006 -1.38914 -0.93793
*
```

The value obtained for the LUMO energy is 0.09 eV. The value obtained for the energy relative to the best compared isomer or geometry (same formula, charge and spin) is 27.9 kJ/mol.

Entry 2:
The following is a quantum chemistry calculation of an isolated ion of composition C7H10N3OS and charge +1 at a distorted geometry, from the OMol25 dataset.

```
! wB97M-V def2-TZVPD RIJCOSX def2/J DEFGRID3
* xyz 1 1
C -1.34184 -1.11210 -0.48147
H -2.78320 2.85126 -0.56261
N 0.12193 -2.59415 0.05471
O -1.14133 -2.41066 -0.25334
H -3.16058 -1.37902 -1.01681
C -1.02559 1.89349 0.20347
H 0.44310 1.02870 1.26523
C 0.19943 1.07840 0.16155
C -1.75640 2.45419 -0.75972
C 2.91300 -0.33257 0.00291
H -1.41998 2.52181 -1.87727
C 1.96182 -1.21878 0.72312
S 2.27765 -2.22661 2.12014
H -1.53007 2.13038 1.16582
H -2.69449 0.28475 -1.06047
H 0.97945 1.47568 -0.44996
H 3.80844 -0.18303 0.46814
N -2.49322 -0.64657 -0.87560
C -0.19724 -0.38868 -0.08126
N 0.64922 -1.42376 0.19002
H 2.64351 0.07209 -0.93099
H 3.54639 -1.87480 1.99440
*
```

The value obtained for the LUMO energy (alpha / beta) is -4.59 / -4.59 eV. The value obtained for the energy relative to the best compared isomer or geometry (same formula, charge and spin) is 568.4 kJ/mol. Its structure (SMILES) is C=CCc1c(N)on[n+]1C(=C)S.

Entry 3:
The following is a quantum chemistry calculation of a 2-piece molecular cluster, CH2NO2S2 overall at a distorted geometry, from the OMol25 dataset.

```
! wB97M-V def2-TZVPD RIJCOSX def2/J DEFGRID3
* xyz -1 1
N -0.80003 0.61200 -1.37881
H -0.62451 0.14807 -2.38279
O 0.87558 1.44647 1.21985
C -0.02427 -0.76488 0.01564
H -0.12960 1.32778 -1.17650
S -0.93063 -2.03794 -0.08780
S 0.31583 0.09604 1.59363
O 1.31764 -0.82754 2.19680
*
```

The value obtained for the LUMO energy (alpha / beta) is 2.89 / 2.89 eV. The value obtained for the energy relative to the best compared isomer or geometry (same formula, charge and spin) is 319.5 kJ/mol.

Entry 4:
The following is a quantum chemistry calculation of a 12-piece molecular cluster, C7H33NO11 overall at a distorted geometry, from the OMol25 dataset.

```
! wB97M-V def2-TZVPD RIJCOSX def2/J DEFGRID3
* xyz 0 1
H 2.27713 0.82492 -0.88124
H 2.22112 2.52958 -1.55568
C 3.03539 2.15553 0.62675
H -2.14792 3.20341 0.89502
C 0.76533 1.96441 -0.05897
H 1.38862 4.82588 -0.16436
H 1.95725 -3.26025 -0.99919
H 3.17125 3.19393 0.92405
H -3.32703 -1.07316 -0.88381
H -2.18833 -1.70365 1.00677
O -3.10753 1.13030 -3.45935
H 3.93836 1.65697 0.36011
O 1.77638 -3.04225 2.13447
H -0.35550 -2.75705 1.85378
H 0.24620 4.87593 1.35052
O 1.19201 -3.50178 -0.43051
H 4.16836 -2.61048 -1.39523
C 0.00836 3.16021 0.16373
H -0.73364 0.37623 -4.45358
H -3.04908 1.77819 -2.73452
H -3.89229 0.61773 -3.19290
O -3.34821 -1.22101 -1.84947
H -0.46950 -2.80819 0.30444
H 3.06190 -1.87328 -2.41620
O -2.89385 -1.02872 1.04819
N -1.19833 1.36722 0.73442
O -1.92169 0.53963 4.27920
C -1.22920 2.73342 0.63834
H 0.83298 -0.08376 3.35595
O 1.23802 -3.28737 -3.46600
C 2.14063 1.86171 -0.66472
O 3.27483 -2.36281 -1.61601
H 2.62972 1.82978 1.58822
H -0.38841 5.21342 -0.06579
H 2.29577 -2.97380 2.93295
H -1.67741 0.68386 3.35344
H -1.98273 0.80382 1.05657
H 0.70208 -3.60010 -2.73513
H 0.20073 -0.19520 0.25808
O -0.97541 -2.92999 1.13909
H -2.56195 -1.67379 -2.15384
H -1.83806 0.14392 -3.50058
H 0.72940 -2.79597 -4.11797
H -3.52815 -0.97633 1.75922
C 0.43739 4.59605 0.30324
H 1.52313 -2.18947 1.78312
O -0.95581 -0.25422 -3.75695
O 0.27116 -0.84293 3.53513
H -2.87973 0.46512 4.35711
H 1.56573 -3.81537 0.39353
C 0.01109 0.88101 0.25925
H -0.41054 -0.55122 4.15730
*
```

The value obtained for the LUMO energy is 0.09 eV. The value obtained for the energy relative to the best compared isomer or geometry (same formula, charge and spin) is 135.8 kJ/mol. Its structure (SMILES) is CCc1c[nH]cc1C.O.O.O.O.O.O.O.O.O.O.O.

Entry 5:
The following is a quantum chemistry calculation of a 4-piece molecular cluster, C17H20N6O2 overall at a distorted geometry, from the OMol25 dataset.

```
! wB97M-V def2-TZVPD RIJCOSX def2/J DEFGRID3
* xyz 0 1
H -1.72498 -0.42770 3.39603
H 2.29316 4.17803 -2.12824
H -2.28773 -0.37769 -1.72275
C 2.24380 5.64352 -0.62453
H 2.54796 3.57668 3.24415
C -0.07384 0.93217 -1.46527
H 3.01109 -3.05741 -3.45519
N 2.64925 6.08377 0.35282
C 1.73007 5.07263 -1.87057
C 2.40158 3.75079 2.17868
N -0.14207 -0.44677 -1.91271
H 1.82547 5.80010 -2.67438
C -1.39667 -0.05150 2.43915
H 3.22868 3.30640 1.62777
C -0.67718 -0.95982 1.59722
H -2.99119 -4.48899 4.98460
H 2.37933 4.82169 1.98449
N 2.97032 -5.66927 -5.21463
H -1.66906 -0.82961 -3.30592
H 1.99408 -4.22193 -2.59223
H -2.56597 -4.85415 3.30234
C -3.08486 -2.85534 3.67179
C 1.14785 3.16109 1.74449
H 0.68215 4.80586 -1.75150
H -0.47022 -1.98567 1.87802
C -1.48016 -0.93206 -2.23243
H -2.46843 -2.67798 -2.37283
N 0.17099 2.69030 1.37928
C -2.48105 -4.11712 4.09838
C -1.66519 1.22519 2.07172
N -3.55791 -1.86840 3.33606
H -1.42884 -3.96325 4.33081
O 0.34203 1.86969 -2.08729
H -1.87995 -2.43997 -0.91393
C -0.30689 -0.49739 0.37747
C -0.58238 0.82731 -0.07463
C 0.43975 -1.14696 -0.78628
C 2.21788 -3.79324 -3.56618
H -2.21958 1.87144 2.74283
N -1.63259 -2.35499 -1.89695
C 2.63998 -4.84577 -4.49120
H 1.32675 -3.29927 -3.94751
H -1.50613 2.74715 0.39281
C -1.25283 1.75634 0.76117
O 1.30352 -1.95791 -0.80496
*
```

The value obtained for the LUMO energy is 0.40 eV. The value obtained for the energy relative to the best compared isomer or geometry (same formula, charge and spin) is 569.8 kJ/mol.

Entry 6:
The following is a quantum chemistry calculation of a 2-piece molecular cluster, C2H3ClF2O overall at a distorted geometry, from the OMol25 dataset.

```
! wB97M-V def2-TZVPD RIJCOSX def2/J DEFGRID3
* xyz 0 1
H 1.20741 -1.06809 0.55946
C -1.38496 0.45555 0.26744
F -1.68337 -0.61647 0.92764
C 1.16330 -0.52087 -0.42835
F -2.35927 0.85351 -0.48719
H -0.86413 1.19813 0.83440
H 2.09833 -0.78146 -0.96053
O 0.01001 -0.48384 -1.03628
Cl 1.81267 0.96354 0.32342
*
```

The value obtained for the LUMO energy (alpha / beta) is -0.87 / -0.87 eV. The value obtained for the energy relative to the best compared isomer or geometry (same formula, charge and spin) is 289.7 kJ/mol.